ORCA calculation (ωB97M-V/def2-TZVPD) on a molecular structure, C23H25N5SbV at a distorted geometry.

Structure (XYZ):
```
55
Properties=species:S:1:pos:R:3:lowdin_charge:R:1
Sb 1.85564 3.27466 0.00378 1.69
V 0.21034 0.27446 0.00728 1.12
N 0.06834 1.42216 1.67908 -0.10
N 2.24304 0.27446 0.00858 -0.05
N 0.06714 1.42216 -1.66632 -0.10
N -0.97516 -1.38124 0.00728 -0.11
N -3.40596 -4.80854 -0.16902 0.24
C 0.57594 2.68366 -1.61462 -0.41
C -0.73726 1.01226 2.69588 -0.25
C -2.25146 -1.32744 -0.42652 -0.18
C -1.26966 -0.38934 -2.66922 0.00
C 0.27794 3.59546 -2.62992 -0.03
C -3.09816 -2.42464 -0.47492 0.09
C -1.26676 -0.38714 2.68848 0.01
C 4.33434 1.42276 -0.00092 -0.02
C 2.03114 -2.17964 0.01538 0.00
C -2.62976 -3.65314 -0.01762 -0.22
C 2.93784 1.44066 0.00388 -0.40
C 0.28174 3.59716 2.63878 -0.03
C -0.74046 1.01016 -2.68072 -0.24
C -0.52386 -2.59454 0.38688 -0.12
C -0.54646 3.19886 -3.68422 0.06
C 4.99884 0.19366 -0.00072 0.07
C 4.26444 -0.99524 0.00448 0.07
C 2.86294 -0.93584 0.00928 -0.23
C 0.57754 2.68376 1.62448 -0.41
C -0.54076 3.20266 3.69538 0.06
C -1.05676 1.90546 3.72918 0.07
C -1.29686 -3.74574 0.37308 0.09
C -1.06226 1.90136 -3.71492 0.08
H -0.80996 1.69936 0.00728 0.28
H 0.51484 -2.62394 0.70288 0.02
H 6.08064 0.16276 -0.00432 0.15
H -4.40716 -4.64094 -0.15562 0.14
H -1.86936 -0.54874 1.77018 0.07
H -0.85826 -4.69324 0.66308 0.15
H 0.68174 4.59906 -2.60212 0.13
H 4.78184 -1.94634 0.00498 0.15
H -1.70216 1.59736 -4.53392 0.15
H -1.90826 -0.58494 3.57348 0.13
H 1.38364 -2.19554 -0.88632 0.12
H 4.89594 2.34776 -0.00492 0.13
H -1.87026 -0.54914 -1.74932 0.00
H -1.69496 1.60306 4.54998 0.15
H -0.41896 -1.10344 2.69698 0.11
H -2.58706 -0.34904 -0.75742 0.14
H 2.66314 -3.09324 0.01528 0.16
H -3.13646 -5.57284 0.44258 0.14
H -0.77756 3.90136 4.48728 0.15
H 0.68584 4.60066 2.60858 0.13
H -1.91316 -0.58924 -3.55242 0.14
H -0.42166 -1.10554 -2.67802 0.13
H -0.78496 3.89606 -4.47702 0.15
H -4.10326 -2.31344 -0.86452 0.16
H 1.39034 -2.19104 0.92178 0.07
```

Values from the calculation:
Highest occupied orbital energy (spin up / spin down), eV: -20.99 / -21.06
M, g/mol: 544.19
Net charge: +4
Lowest unoccupied orbital energy (spin up / spin down), eV: -15.792 / -15.357

ORCA calculation (ωB97M-V/def2-TZVPD) on a molecular structure, C17H18AlF4N3OPS at a distorted geometry.

Structure (XYZ):
```
46
Properties=species:S:1:pos:R:3:lowdin_charge:R:1
S -2.16433 3.14907 -0.66379 0.78
P 0.81764 2.19232 5.79412 0.65
Al 1.19104 -5.77192 -0.95191 0.11
F 1.99255 -5.65373 -2.56042 -0.27
F -0.19034 -6.92310 -1.05272 -0.27
F 2.37700 -6.36258 0.26786 -0.27
F 0.58475 -4.14816 -0.46258 -0.26
O 3.44931 -0.60370 -1.79484 -0.27
N -0.21502 1.76352 6.96316 -0.38
N -1.44102 0.22381 0.63733 -0.14
N -4.48588 -0.07162 -1.40124 0.03
C -0.54208 2.09033 -3.13490 -0.06
C 1.58482 -1.80406 -3.55947 -0.09
C 2.83714 -1.95109 -2.29831 -0.13
C -0.42884 1.22518 3.03810 0.02
C 4.41875 -1.45482 -2.81481 -0.04
C 0.01140 -0.74950 -1.47640 0.09
C -1.11138 4.28167 2.05743 -0.07
C 0.66820 -0.56931 -2.99163 -0.14
C -1.10998 1.41750 1.55268 -0.13
C -3.54047 -0.77906 -0.65641 -0.15
C -0.89860 0.42775 -0.75931 -0.16
C -0.42056 4.00819 3.55592 -0.07
C 0.35980 0.84096 -3.77008 -0.03
C -0.03863 2.47019 4.07083 -0.30
C -1.42973 2.99414 1.09418 -0.36
C -1.14918 1.84069 -1.61908 -0.37
C -2.93500 -0.01432 0.66129 -0.19
H 2.76137 -2.93033 -1.51779 0.17
H 0.24903 -1.76424 -0.89413 0.11
H -0.15489 0.14869 3.41771 0.10
H -3.29679 -1.86753 -1.01091 0.13
H -3.47000 1.02981 0.84035 0.11
H 1.88699 1.21219 5.56505 0.00
H -0.71652 3.11840 -3.71524 0.09
H 0.79174 1.02927 -4.86693 0.09
H 2.21341 -1.54054 -4.51431 0.11
H 5.29704 -1.41384 -2.04334 0.09
H -1.35168 5.39548 1.71053 0.09
H -3.19102 -0.67545 1.62148 0.14
H 4.50912 -0.48342 -3.46026 0.10
H 1.44399 3.44495 6.23885 -0.01
H -0.23166 4.97925 4.19468 0.08
H 1.04546 -2.84206 -3.59823 0.12
H -1.16001 1.73290 6.52028 -0.05
H -4.81695 -0.64188 -2.21280 0.03
```

Values from the calculation:
Highest occupied orbital energy, eV: -6.22
M, g/mol: 446.37
Net charge: -1
Lowest unoccupied orbital energy, eV: 1.078

ORCA calculation (ωB97M-V/def2-TZVPD) on a molecular structure, C13H21CoN6O6 at a distorted geometry.

Structure (XYZ):
```
47
Properties=species:S:1:pos:R:3:lowdin_charge:R:1
Co -0.40965 -0.31843 -0.96847 0.66
O 0.17894 4.85687 5.25433 0.13
O -0.20204 5.95726 3.43940 0.13
O -0.72750 1.36045 -0.85238 -0.14
O -0.63252 3.56840 -0.87682 0.20
O 0.30965 -0.96134 3.17396 0.03
O 0.75080 0.02357 5.03370 0.18
N 0.25702 -1.95124 -2.02579 -0.21
N 0.44808 0.04083 3.87829 -0.32
N 1.52331 -0.02585 -0.64019 0.04
N -0.01751 4.94361 4.06769 -0.34
N -0.85981 -1.65683 0.38734 0.05
N -1.89494 -0.34754 -2.31980 0.03
C -0.27954 3.72814 1.94275 0.12
C -0.18968 -3.18973 -1.33169 -0.12
C 0.20795 2.49870 3.98573 0.13
C -0.56134 2.57142 -0.23744 -0.47
C 0.19485 1.34043 3.23826 -0.10
C -0.14097 -2.93419 0.15066 -0.14
C 1.74541 -1.89778 -2.07665 -0.13
C -0.05499 1.34388 1.88474 0.04
C -0.02998 3.67414 3.29853 -0.07
C -0.34507 -1.82635 -3.38083 -0.12
C -1.80961 -1.50366 -3.23420 -0.16
C 2.19072 -0.47953 -1.88752 -0.14
C -0.29239 2.53397 1.22323 -0.09
H -1.86705 -1.81659 0.35757 0.15
H -0.66514 -1.31115 1.33605 0.08
H 0.43692 -4.03997 -1.60994 0.16
H 1.71013 0.96062 -0.46934 0.13
H 0.87972 -2.82102 0.51585 0.13
H -1.74775 0.52989 -2.81897 0.13
H 2.12022 -2.33605 -3.00316 0.15
H 0.17253 -1.01700 -3.90013 0.14
H -0.58983 -3.75742 0.70670 0.15
H -1.20617 -3.42557 -1.64006 0.13
H 2.13460 -2.49969 -1.25453 0.13
H 1.87113 0.17530 -2.69930 0.14
H -2.25302 -1.29250 -4.20747 0.15
H -0.19583 -2.74066 -3.96078 0.16
H -0.46821 4.67643 1.45767 0.15
H 0.39844 2.50127 5.05051 0.15
H -2.37286 -2.32685 -2.80091 0.12
H 1.88706 -0.53270 0.16638 0.14
H -2.82135 -0.26111 -1.90535 0.14
H -0.05933 0.39893 1.36848 0.06
H 3.27660 -0.41338 -1.81612 0.15
```

Values from the calculation:
Highest occupied orbital energy (spin up / spin down), eV: -16.00 / -16.00
M, g/mol: 416.28
Net charge: +2
Lowest unoccupied orbital energy (spin up / spin down), eV: -8.873 / -8.900
Energy above the lowest of the compared OMol25 structures with the same formula, charge and spin, eV: 0.428

ORCA calculation (ωB97M-V/def2-TZVPD) on 2 unconnected molecules or ions with the total composition C5H15NO2 at a distorted geometry.

Structure (XYZ):
```
23
Properties=species:S:1:pos:R:3:lowdin_charge:R:1
O -1.39498 -1.95865 -1.97179 -0.06
O -1.95519 1.47248 -1.51355 -0.05
N 0.39752 -0.59998 -1.37879 -0.05
C 1.38109 -0.15146 -0.42655 -0.25
C -0.28067 -1.86813 -1.10141 -0.29
C 0.97783 1.13136 0.34337 -0.21
C -0.05402 0.83256 1.40691 -0.27
C 0.51955 -0.06081 2.49439 -0.13
H 0.12168 -1.08541 2.39957 0.07
H 0.19545 0.18005 3.49799 0.06
H 0.63510 1.81370 -0.46080 0.11
H -1.20712 -1.49829 -2.77321 0.06
H 1.87976 1.61610 0.69332 0.10
H -2.38504 1.84490 -0.73820 0.05
H -0.99339 0.33875 1.11991 0.10
H -2.42839 1.85220 -2.27251 0.06
H 2.29148 0.17424 -0.98473 0.11
H 0.31587 -2.77228 -1.30259 0.12
H -0.37481 1.75233 1.90796 0.10
H -0.67028 -1.90774 -0.09275 0.10
H 1.77133 -0.95211 0.20438 0.11
H -0.34360 0.06630 -1.56512 0.07
H 1.60082 -0.22010 2.51417 0.07
```

Values from the calculation:
Highest occupied orbital energy, eV: -8.39
SMILES string: CCCCNCO.O
M, g/mol: 121.18
Lowest unoccupied orbital energy, eV: 0.535
Energy above the lowest of the compared OMol25 structures with the same formula, charge and spin, eV: 1.442

Copy entry 3 word for word.
ORCA calculation (ωB97M-V/def2-TZVPD) on a molecular structure, C13H21CoN6O6 at a distorted geometry.

Structure (XYZ):
```
47
Properties=species:S:1:pos:R:3:lowdin_charge:R:1
Co -0.40965 -0.31843 -0.96847 0.66
O 0.17894 4.85687 5.25433 0.13
O -0.20204 5.95726 3.43940 0.13
O -0.72750 1.36045 -0.85238 -0.14
O -0.63252 3.56840 -0.87682 0.20
O 0.30965 -0.96134 3.17396 0.03
O 0.75080 0.02357 5.03370 0.18
N 0.25702 -1.95124 -2.02579 -0.21
N 0.44808 0.04083 3.87829 -0.32
N 1.52331 -0.02585 -0.64019 0.04
N -0.01751 4.94361 4.06769 -0.34
N -0.85981 -1.65683 0.38734 0.05
N -1.89494 -0.34754 -2.31980 0.03
C -0.27954 3.72814 1.94275 0.12
C -0.18968 -3.18973 -1.33169 -0.12
C 0.20795 2.49870 3.98573 0.13
C -0.56134 2.57142 -0.23744 -0.47
C 0.19485 1.34043 3.23826 -0.10
C -0.14097 -2.93419 0.15066 -0.14
C 1.74541 -1.89778 -2.07665 -0.13
C -0.05499 1.34388 1.88474 0.04
C -0.02998 3.67414 3.29853 -0.07
C -0.34507 -1.82635 -3.38083 -0.12
C -1.80961 -1.50366 -3.23420 -0.16
C 2.19072 -0.47953 -1.88752 -0.14
C -0.29239 2.53397 1.22323 -0.09
H -1.86705 -1.81659 0.35757 0.15
H -0.66514 -1.31115 1.33605 0.08
H 0.43692 -4.03997 -1.60994 0.16
H 1.71013 0.96062 -0.46934 0.13
H 0.87972 -2.82102 0.51585 0.13
H -1.74775 0.52989 -2.81897 0.13
H 2.12022 -2.33605 -3.00316 0.15
H 0.17253 -1.01700 -3.90013 0.14
H -0.58983 -3.75742 0.70670 0.15
H -1.20617 -3.42557 -1.64006 0.13
H 2.13460 -2.49969 -1.25453 0.13
H 1.87113 0.17530 -2.69930 0.14
H -2.25302 -1.29250 -4.20747 0.15
H -0.19583 -2.74066 -3.96078 0.16
H -0.46821 4.67643 1.45767 0.15
H 0.39844 2.50127 5.05051 0.15
H -2.37286 -2.32685 -2.80091 0.12
H 1.88706 -0.53270 0.16638 0.14
H -2.82135 -0.26111 -1.90535 0.14
H -0.05933 0.39893 1.36848 0.06
H 3.27660 -0.41338 -1.81612 0.15
```

Values from the calculation:
Highest occupied orbital energy (spin up / spin down), eV: -16.00 / -16.00
M, g/mol: 416.28
Net charge: +2
Lowest unoccupied orbital energy (spin up / spin down), eV: -8.873 / -8.900
Energy above the lowest of the compared OMol25 structures with the same formula, charge and spin, eV: 0.428

- Look up the M of the fourth one.
  121.18 g/mol

- M of number 1 (C23H25N5SbV)?
  544.19 g/mol

- Which formula does entry 3 have?
  C13H21CoN6O6